{
  "formula": "C25H19N6O2Rh",
  "method": "ωB97M-V/def2-TZVPD",
  "e_lumo_ev": [-9.6, -9.5],
  "spin_multiplicity": 1,
  "charge": 2,
  "homo_energy_ev": [-14.57, -14.56],
  "species": ["Rh", "C", "O", "C", "N", "C", "C", "C", "C", "C", "C", "C", "C", "C", "C", "C", "C", "N", "C", "N", "C", "C", "O", "C", "C", "C", "C", "C", "C", "H", "H", "H", "H", "H", "H", "H", "H", "H", "H", "H", "H", "H", "H", "H", "H", "H", "H", "H", "N", "C", "N", "C", "N"],
  "xyz": [[0.5800, 0.7764, -0.6609], [3.3736, -1.3022, 2.2922], [2.6050, -2.2827, 1.5766], [1.8583, -1.6376, 0.7163], [2.0316, -0.3601, 0.6273], [3.1274, 0.0151, 1.5031], [2.8527, 1.2354, 2.3471], [1.7037, 2.0063, 2.1986], [1.5009, 3.1193, 2.9940], [2.4633, 3.4845, 3.9341], [3.6226, 2.7343, 4.0702], [3.8197, 1.6180, 3.2826], [0.8226, -2.2892, -0.0899], [0.6151, -3.6525, -0.2751], [-0.4575, -4.0514, -1.0671], [-1.3231, -3.1074, -1.6066], [-1.0582, -1.7672, -1.3475], [0.0035, -1.3960, -0.6361], [-1.8794, -0.6093, -1.6886], [-1.5709, 0.5264, -1.1513], [-2.5554, 1.5103, -1.5604], [-3.4428, 0.6991, -2.5474], [-2.9310, -0.6402, -2.4645], [-1.8716, 2.7358, -2.1158], [-2.5296, 3.5688, -3.0147], [-1.8867, 4.6760, -3.5386], [-0.5891, 4.9782, -3.1623], [0.0657, 4.1733, -2.2353], [-0.5848, 3.0752, -1.7054], [4.4122, -1.6291, 2.3042], [2.9890, -1.2587, 3.3175], [3.9978, 0.2547, 0.8699], [0.9330, 1.7214, 1.4499], [0.6040, 3.7107, 2.8935], [2.3134, 4.3610, 4.5441], [4.3795, 3.0249, 4.7819], [4.7242, 1.0375, 3.3768], [1.2822, -4.3704, 0.1762], [-0.6354, -5.1018, -1.2436], [-2.1716, -3.3867, -2.2119], [-3.1309, 1.8175, -0.6744], [-3.3472, 1.0294, -3.5865], [-4.4957, 0.6749, -2.2597], [-3.5487, 3.3494, -3.2912], [-2.4032, 5.3050, -4.2477], [-0.0837, 5.8350, -3.5809], [1.0723, 4.4167, -1.9301], [-0.0655, 2.4744, -0.8834], [1.8711, 0.8124, -2.2038], [2.6039, 0.1356, -2.8458], [3.3340, -0.6402, -3.4484], [4.2708, -0.8756, -4.2787], [5.1123, -1.1441, -5.0206]],
  "lowdin_charge": [1.15, -0.02, 0.10, -0.28, 0.07, -0.22, -0.19, -0.06, -0.06, -0.05, -0.04, -0.02, -0.12, 0.09, 0.04, 0.09, -0.13, 0.10, -0.27, 0.07, -0.21, -0.02, 0.11, -0.18, -0.01, -0.03, -0.03, -0.04, -0.08, 0.15, 0.15, 0.17, 0.06, 0.11, 0.12, 0.12, 0.13, 0.15, 0.14, 0.15, 0.18, 0.15, 0.15, 0.13, 0.13, 0.12, 0.12, 0.03, 0.02, -0.27, 0.16, -0.32, 0.19]
}



{
  "formula": "C33H75BN6O4",
  "method": "ωB97M-V/def2-TZVPD",
  "e_lumo_ev": 0.2,
  "spin_multiplicity": 1,
  "smiles": "COCCCC[C@](C#N)(CC#N)OB(O)O.CCN(CC)CC.CCN(CC)CC.CCN(CC)CC.CCN(CC)CC",
  "homo_energy_ev": -7.98,
  "species": ["C", "O", "C", "C", "C", "C", "C", "C", "N", "C", "C", "N", "O", "B", "O", "O", "H", "H", "H", "H", "H", "H", "H", "H", "H", "H", "H", "H", "H", "H", "H", "C", "C", "N", "C", "C", "C", "C", "H", "H", "H", "H", "H", "H", "H", "H", "H", "H", "H", "H", "H", "H", "H", "C", "C", "N", "C", "C", "C", "C", "H", "H", "H", "H", "H", "H", "H", "H", "H", "H", "H", "H", "H", "H", "H", "C", "C", "N", "C", "C", "C", "C", "H", "H", "H", "H", "H", "H", "H", "H", "H", "H", "H", "H", "H", "H", "H", "C", "C", "N", "C", "C", "C", "C", "H", "H", "H", "H", "H", "H", "H", "H", "H", "H", "H", "H", "H", "H", "H"],
  "xyz": [[3.3045, 2.9386, 3.1487], [1.9853, 2.5951, 3.6162], [2.0573, 1.6209, 4.6604], [2.2426, 0.1418, 4.1040], [1.8582, -0.9736, 5.1501], [1.7949, -2.4153, 4.5821], [3.1401, -2.9232, 3.9658], [3.3361, -2.4092, 2.5299], [3.5402, -1.7556, 1.6362], [3.0532, -4.5256, 3.9076], [3.3821, -5.0415, 2.5129], [3.5635, -5.4150, 1.4692], [4.2018, -2.5912, 4.8475], [5.4525, -2.4625, 4.2033], [6.0873, -3.4615, 3.4687], [6.1255, -1.2282, 4.3688], [3.1850, 3.2699, 2.0935], [3.9951, 2.0671, 3.1719], [3.6757, 3.7720, 3.7934], [2.9283, 1.7903, 5.3403], [1.0913, 1.6061, 5.2139], [3.3310, 0.0599, 3.8593], [1.7084, 0.0505, 3.1325], [2.5269, -0.8415, 6.0238], [0.8245, -0.7354, 5.5084], [0.9691, -2.5776, 3.8525], [1.5637, -3.0877, 5.4444], [3.7118, -4.9773, 4.6763], [2.0165, -4.8169, 4.1674], [5.7518, -3.5418, 2.5603], [6.7287, -1.3696, 5.1203], [0.5303, -3.5724, -0.2024], [0.2542, -4.9228, -0.8469], [-0.8422, -4.9052, -1.8036], [-1.2582, -6.2368, -2.2215], [-0.2571, -7.0856, -3.0100], [-0.7429, -3.9206, -2.8692], [0.4815, -3.9837, -3.7886], [-0.3616, -3.1821, 0.2944], [1.3153, -3.6779, 0.5493], [0.8769, -2.8331, -0.9267], [0.0019, -5.6207, -0.0425], [1.1860, -5.2872, -1.3017], [-2.1840, -6.1561, -2.8001], [-1.5402, -6.7960, -1.3223], [-0.1729, -6.7536, -4.0445], [-0.5985, -8.1236, -3.0391], [0.7368, -7.0843, -2.5604], [-0.7772, -2.9240, -2.4191], [-1.6479, -3.9653, -3.4836], [1.4081, -4.1634, -3.2412], [0.5943, -3.0327, -4.3163], [0.3725, -4.7563, -4.5499], [-4.9568, -0.0284, 3.6818], [-4.0924, 1.1648, 3.2989], [-2.7401, 1.1062, 3.8302], [-1.9981, 2.3430, 3.6751], [-1.6712, 2.8014, 2.2561], [-1.9816, -0.0895, 3.5250], [-1.7534, -0.4334, 2.0482], [-5.0115, -0.1436, 4.7663], [-5.9720, 0.1179, 3.3079], [-4.5863, -0.9603, 3.2504], [-4.5817, 2.0597, 3.6945], [-4.0958, 1.2594, 2.2033], [-1.0626, 2.2783, 4.2397], [-2.5654, 3.1414, 4.1676], [-0.8589, 2.2185, 1.8237], [-1.3363, 3.8421, 2.2750], [-2.5324, 2.7530, 1.5875], [-2.4781, -0.9431, 3.9976], [-1.0065, -0.0398, 4.0222], [-2.6492, -0.2903, 1.4420], [-1.4621, -1.4834, 1.9556], [-0.9451, 0.1563, 1.6171], [1.3764, 7.1742, 1.7524], [0.6703, 8.4993, 2.0054], [-0.6611, 8.5769, 1.4247], [-1.2208, 9.9212, 1.4541], [-1.5118, 10.5465, 2.8212], [-1.5797, 7.5106, 1.7923], [-1.8895, 7.3212, 3.2806], [1.4479, 6.9635, 0.6833], [2.3905, 7.2151, 2.1554], [0.8703, 6.3382, 2.2393], [1.2882, 9.2858, 1.5618], [0.6532, 8.6827, 3.0897], [-2.1376, 9.9389, 0.8566], [-0.5287, 10.5826, 0.9210], [-2.4111, 10.1290, 3.2730], [-1.6867, 11.6192, 2.7044], [-0.6824, 10.4281, 3.5197], [-1.1831, 6.5674, 1.4050], [-2.5219, 7.6433, 1.2518], [-1.0005, 7.4011, 3.9084], [-2.3145, 6.3273, 3.4440], [-2.6281, 8.0418, 3.6306], [1.1732, -3.9959, -8.1191], [0.2806, -3.2314, -9.0869], [-1.1363, -3.5235, -8.9360], [-1.9499, -2.9877, -10.0187], [-2.0275, -1.4662, -10.1711], [-1.6837, -3.3496, -7.5998], [-1.5742, -1.9631, -6.9566], [1.0257, -5.0737, -8.2144], [2.2211, -3.7797, -8.3362], [0.9942, -3.7101, -7.0806], [0.5862, -3.5108, -10.0996], [0.4890, -2.1570, -8.9776], [-2.9659, -3.3851, -9.9315], [-1.5690, -3.4021, -10.9588], [-2.6769, -1.0177, -9.4198], [-2.4540, -1.2162, -11.1460], [-1.0475, -0.9903, -10.1151], [-1.1984, -4.0706, -6.9347], [-2.7345, -3.6555, -7.6008], [-0.5976, -1.5029, -7.1161], [-1.7219, -2.0479, -5.8767], [-2.3422, -1.2852, -7.3279]],
  "lowdin_charge": [-0.09, -0.22, -0.23, -0.17, -0.17, -0.11, -0.40, -0.17, 0.25, -0.04, -0.22, 0.18, 0.12, -0.74, 0.18, 0.15, 0.09, 0.09, 0.09, 0.13, 0.11, 0.10, 0.12, 0.12, 0.11, 0.14, 0.13, 0.14, 0.12, 0.11, 0.11, -0.08, -0.27, -0.20, -0.25, -0.09, -0.25, -0.08, 0.07, 0.04, 0.07, 0.12, 0.10, 0.11, 0.11, 0.05, 0.07, 0.07, 0.10, 0.11, 0.07, 0.07, 0.05, -0.09, -0.27, -0.19, -0.24, -0.08, -0.25, -0.08, 0.08, 0.07, 0.06, 0.12, 0.10, 0.10, 0.11, 0.06, 0.06, 0.07, 0.10, 0.10, 0.07, 0.06, 0.05, -0.09, -0.27, -0.20, -0.25, -0.09, -0.25, -0.08, 0.08, 0.07, 0.06, 0.12, 0.10, 0.11, 0.11, 0.05, 0.07, 0.07, 0.09, 0.12, 0.07, 0.06, 0.05, -0.09, -0.27, -0.20, -0.25, -0.09, -0.25, -0.08, 0.08, 0.07, 0.05, 0.12, 0.10, 0.11, 0.11, 0.05, 0.07, 0.07, 0.09, 0.12, 0.07, 0.06, 0.05]
}



{
  "formula": "C3H2F2O2",
  "method": "ωB97M-V/def2-TZVPD",
  "e_lumo_ev": 0.5,
  "spin_multiplicity": 1,
  "e_above_lowest_kcal_mol": 21.0,
  "smiles": "F/C=C/F.O=C=O",
  "homo_energy_ev": -9.88,
  "species": ["F", "C", "C", "F", "H", "H", "O", "C", "O"],
  "xyz": [[-2.0775, 0.1435, -0.3185], [-1.0881, -0.4863, -0.9945], [-0.0734, -1.0352, -0.3937], [1.0387, -1.5550, -0.9535], [-1.1560, -0.4209, -2.0387], [-0.1505, -0.8571, 0.6816], [1.6966, 1.6068, 2.3290], [1.1370, 1.3960, 1.3576], [0.6731, 1.2081, 0.3307]],
  "lowdin_charge": [0.02, -0.15, -0.17, 0.04, 0.11, 0.12, 0.24, -0.42, 0.20]
}